# 1
C56H49AlN8OP | ωB97M-V/def2-TZVPD

Properties
total energy: -3259.94749 Ha
multiplicity: 1
gap between HOMO and LUMO: 7.59 eV
charge: +3
M: 908.019 g/mol

XYZ file:
```
116
Properties=species:S:1:pos:R:3:lowdin_charge:R:1
Al -0.07 -0.07 -0.51 0.2205
C 3.73 2.94 1.54 0.0157
N 2.67 2.61 0.59 -0.0278
C 1.82 1.57 0.68 -0.3745
N 0.98 1.58 -0.37 0.1272
C 1.32 2.68 -1.15 -0.0854
C 2.39 3.32 -0.55 -0.0874
C 3.21 4.46 -0.98 -0.2220
C 3.95 4.36 -2.15 -0.0217
C 4.73 5.43 -2.57 -0.0451
C 4.76 6.60 -1.82 -0.0430
C 4.03 6.70 -0.65 -0.0464
C 3.26 5.63 -0.22 -0.0399
C 0.58 3.15 -2.34 -0.1376
C -0.15 2.28 -3.15 -0.0581
C -0.79 2.72 -4.29 -0.0620
C -0.72 4.05 -4.65 -0.0480
C -0.03 4.94 -3.84 -0.0347
C 0.60 4.50 -2.70 -0.0003
P 1.76 0.51 2.16 1.2326
C -0.05 0.47 2.31 -0.3984
N -0.94 0.18 1.34 0.1231
C -2.19 0.26 1.96 -0.1107
C -2.00 0.62 3.28 -0.0993
N -0.66 0.74 3.47 -0.0286
C -0.01 1.03 4.74 0.0108
C -3.00 0.80 4.34 -0.1975
C -3.94 -0.20 4.60 -0.0179
C -4.89 -0.02 5.59 -0.0431
C -4.93 1.17 6.31 -0.0452
C -4.01 2.17 6.06 -0.0490
C -3.04 1.99 5.08 -0.0387
C -3.55 0.03 1.44 -0.2061
C -4.50 1.03 1.67 -0.0355
C -5.83 0.82 1.36 -0.0451
C -6.24 -0.40 0.82 -0.0525
C -5.30 -1.40 0.60 -0.0630
C -3.96 -1.19 0.91 -0.0422
C 1.84 -1.11 1.35 -0.3874
N 1.07 -1.47 0.31 0.1193
C 1.43 -2.77 0.00 -0.1148
C 2.39 -3.19 0.89 -0.0855
N 2.63 -2.12 1.72 -0.0218
C 3.61 -2.11 2.81 0.0193
C 3.05 -4.50 1.00 -0.1793
C 3.76 -5.01 -0.09 -0.0177
C 4.35 -6.26 0.00 -0.0460
C 4.23 -7.01 1.16 -0.0450
C 3.53 -6.50 2.24 -0.0489
C 2.95 -5.25 2.17 -0.0307
C 0.85 -3.65 -1.04 -0.1963
C 1.45 -3.73 -2.30 -0.0621
C 1.00 -4.67 -3.22 -0.0578
C -0.05 -5.52 -2.90 -0.0498
C -0.64 -5.44 -1.65 -0.0491
C -0.19 -4.51 -0.72 -0.0238
H 4.10 2.05 2.03 0.0766
H 4.55 3.41 1.00 0.1110
H 3.37 3.64 2.29 0.1116
H 3.92 3.45 -2.74 0.1234
H 5.31 5.36 -3.48 0.1179
H 5.36 7.44 -2.15 0.1202
H 4.05 7.61 -0.06 0.1188
H 2.68 5.71 0.69 0.1224
H -0.21 1.24 -2.87 0.0618
H -1.35 2.02 -4.90 0.1107
H -1.20 4.40 -5.56 0.1195
H 0.01 5.99 -4.10 0.1225
H 1.10 5.23 -2.07 0.1171
H -0.67 0.73 5.55 0.1092
H 0.92 0.48 4.82 0.0774
H 0.20 2.10 4.84 0.1094
H -3.91 -1.12 4.04 0.1248
H -5.60 -0.81 5.80 0.1180
H -5.69 1.31 7.07 0.1193
H -4.05 3.09 6.62 0.1175
H -2.34 2.79 4.87 0.1184
H -4.20 1.97 2.11 0.1284
H -6.56 1.60 1.54 0.1195
H -7.28 -0.57 0.61 0.1178
H -5.61 -2.35 0.20 0.1135
H -3.24 -1.98 0.76 0.1141
H 4.41 -2.80 2.56 0.1120
H 4.01 -1.11 2.94 0.0809
H 3.15 -2.44 3.74 0.1091
H 3.87 -4.43 -0.99 0.1117
H 4.90 -6.65 -0.85 0.1174
H 4.69 -7.99 1.22 0.1199
H 3.44 -7.09 3.15 0.1181
H 2.38 -4.87 3.01 0.1186
H 2.29 -3.09 -2.53 0.1217
H 1.50 -4.76 -4.18 0.1175
H -0.38 -6.26 -3.61 0.1192
H -1.45 -6.11 -1.39 0.1187
H -0.63 -4.49 0.27 0.1275
C 1.49 -0.80 -4.32 0.0623
C 0.43 -1.04 -3.29 -0.4310
O 0.58 -0.64 -2.10 0.0405
N -0.68 -1.64 -3.64 0.1655
C -1.75 -1.88 -2.68 -0.0520
C -2.44 -0.58 -2.34 -0.2051
C -3.60 -0.21 -2.98 0.0305
C -4.17 1.03 -2.72 0.0190
C -3.53 1.88 -1.85 0.0060
C -2.38 1.44 -1.22 -0.0894
N -1.84 0.23 -1.45 0.0894
H 2.26 -0.16 -3.91 0.1083
H 1.06 -0.32 -5.20 0.1120
H 1.93 -1.75 -4.64 0.1042
H -0.80 -1.96 -4.59 0.1815
H -1.32 -2.32 -1.78 0.1113
H -2.45 -2.59 -3.11 0.1504
H -4.07 -0.89 -3.68 0.1357
H -5.09 1.32 -3.21 0.1357
H -3.91 2.87 -1.64 0.1344
H -1.84 2.07 -0.52 0.1320
```


# 2
C56H49CrN5O2P3Si | ωB97M-V/def2-TZVPD

Properties
total energy: -4945.54248 Ha
multiplicity: 4
energy relative to the best compared isomer or geometry (same formula, charge and spin): 0.00 kJ/mol
<S²>: 3.834
gap between HOMO and LUMO (alpha / beta): 7.28 / 7.37 eV
M: 997.045 g/mol

XYZ file:
```
117
Properties=species:S:1:pos:R:3:mulliken_spin:R:1
Cr -0.54 -0.27 -0.18 3.1861
C 1.48 4.99 -3.73 -0.0020
C 0.24 4.52 -4.12 0.0009
C -0.45 3.60 -3.34 -0.0065
C 0.09 3.13 -2.15 0.0104
C 1.37 3.58 -1.79 -0.0023
C 2.05 4.51 -2.56 0.0024
P -0.80 2.09 -0.88 0.0170
C -2.54 2.52 -1.25 -0.0048
C -3.37 3.20 -0.37 -0.0087
C -4.70 3.44 -0.68 0.0024
C -5.21 3.01 -1.90 -0.0023
C -4.40 2.32 -2.78 0.0009
C -3.08 2.07 -2.46 0.0056
C -0.36 3.26 0.47 -0.0064
C -0.69 4.62 0.39 -0.0059
C -0.27 5.50 1.37 0.0001
C 0.51 5.04 2.43 -0.0002
C 0.88 3.70 2.48 0.0013
C 0.45 2.79 1.51 0.0046
Si 0.86 0.95 1.36 -0.2538
C 2.69 0.90 0.72 -0.0454
C 3.77 1.49 1.38 -0.0014
C 5.06 1.38 0.89 -0.0008
C 5.31 0.65 -0.27 0.0001
C 4.25 0.06 -0.95 -0.0035
C 2.95 0.21 -0.48 0.0641
P 1.50 -0.52 -1.34 -0.0835
C 2.17 -2.17 -1.84 0.0265
C 2.91 -2.89 -0.91 0.0039
C 3.41 -4.14 -1.23 0.0022
C 3.19 -4.69 -2.48 -0.0021
C 2.45 -3.98 -3.41 0.0022
C 1.95 -2.72 -3.10 -0.0004
C 1.43 0.18 -3.04 -0.0620
C 2.47 0.87 -3.66 -0.0064
C 2.38 1.20 -5.01 0.0029
C 1.26 0.85 -5.74 -0.0015
C 0.20 0.22 -5.11 0.0183
C 0.28 -0.10 -3.77 0.0718
C 0.97 0.17 3.10 0.0023
C 1.65 0.69 4.21 -0.0019
C 1.72 -0.01 5.40 -0.0006
C 1.13 -1.26 5.51 0.0001
C 0.46 -1.80 4.43 -0.0028
C 0.36 -1.08 3.23 -0.0379
P -0.42 -1.82 1.73 -0.0497
C 0.56 -3.39 1.80 0.0281
C 1.88 -3.31 2.25 0.0022
C 2.64 -4.44 2.46 0.0011
C 2.11 -5.70 2.20 -0.0016
C 0.81 -5.80 1.72 0.0013
C 0.04 -4.66 1.53 -0.0075
C -2.03 -2.46 2.37 0.0093
C -2.52 -2.13 3.63 -0.0004
C -3.72 -2.65 4.09 0.0000
C -4.45 -3.52 3.30 0.0002
C -4.00 -3.83 2.03 -0.0011
C -2.81 -3.29 1.56 -0.0055
H 2.01 5.72 -4.33 -0.0001
H -0.21 4.88 -5.04 0.0001
H -1.43 3.29 -3.65 -0.0006
H 1.83 3.22 -0.87 -0.0013
H 3.02 4.86 -2.23 0.0000
H -2.98 3.57 0.57 -0.0001
H -5.33 3.96 0.02 0.0001
H -6.26 3.19 -2.14 -0.0002
H -4.81 1.95 -3.71 0.0001
H -2.47 1.46 -3.12 0.0011
H -1.27 4.98 -0.45 0.0003
H -0.54 6.55 1.31 -0.0002
H 0.85 5.73 3.19 0.0003
H 1.51 3.37 3.30 0.0003
H 3.60 2.04 2.30 -0.0004
H 5.88 1.84 1.42 0.0001
H 6.32 0.55 -0.65 0.0000
H 4.45 -0.53 -1.84 0.0006
H 3.12 -2.45 0.05 -0.0042
H 3.99 -4.69 -0.49 0.0000
H 3.58 -5.67 -2.73 -0.0001
H 2.28 -4.39 -4.40 0.0001
H 1.39 -2.18 -3.84 -0.0037
H 3.35 1.15 -3.10 0.0008
H 3.20 1.73 -5.48 0.0002
H 1.19 1.11 -6.79 -0.0003
H -0.70 -0.03 -5.68 -0.0001
H -0.56 -0.59 -3.28 -0.0140
H 2.15 1.65 4.13 -0.0002
H 2.26 0.42 6.24 0.0000
H 1.19 -1.81 6.44 -0.0002
H 0.02 -2.79 4.51 0.0010
H 2.30 -2.34 2.48 -0.0014
H 3.65 -4.35 2.84 0.0000
H 2.69 -6.59 2.38 0.0000
H 0.38 -6.77 1.52 -0.0001
H -0.97 -4.77 1.19 0.0002
H -1.96 -1.45 4.27 0.0001
H -4.08 -2.37 5.08 -0.0001
H -5.39 -3.92 3.66 -0.0001
H -4.58 -4.48 1.39 -0.0001
H -2.53 -3.48 0.54 0.0015
N -2.04 1.31 2.25 0.0811
N -3.22 0.61 2.07 -0.0047
C -3.53 -0.08 0.90 -0.0154
N -4.73 -0.55 0.73 0.0253
N -2.53 -0.19 -0.01 -0.0306
N -2.81 -0.72 -1.30 0.0928
O -2.45 -2.13 -1.28 0.0064
O -4.12 -0.67 -1.70 0.0084
H -1.67 1.13 3.18 0.0024
H -2.16 2.30 2.13 -0.0065
H -4.01 0.85 2.63 -0.0005
H -5.35 -0.31 1.49 0.0022
H -4.65 -0.83 -0.86 -0.0002
C -1.03 -2.13 -1.25 -0.0662
H -0.73 -3.06 -0.76 0.0398
H -0.65 -2.19 -2.28 0.0275
```


# 3
C56H51N4O4P2STi | ωB97M-V/def2-TZVPD

Properties
total energy: -4614.29273 Ha
multiplicity: 2
energy relative to the best compared isomer or geometry (same formula, charge and spin): 493.91 kJ/mol
<S²>: 0.754
gap between HOMO and LUMO (alpha / beta): 4.84 / 4.90 eV
charge: +2
M: 985.930 g/mol

XYZ file:
```
119
Properties=species:S:1:pos:R:3:mulliken_spin:R:1
Ti 3.30 0.59 3.65 0.9050
O -3.52 -1.10 -5.04 0.0000
S -2.49 -1.10 -3.93 0.0000
C -1.39 -2.45 -4.32 0.0003
C -1.10 -2.64 -5.72 0.0001
C -0.06 -3.56 -6.00 0.0000
C 0.45 -4.32 -4.98 -0.0002
C -0.08 -4.33 -3.69 -0.0001
C -1.11 -3.39 -3.37 -0.0001
P -2.29 -3.35 -1.98 0.0000
C -3.76 -3.98 -2.82 0.0001
C -5.04 -3.46 -2.64 -0.0002
C -6.11 -3.88 -3.42 0.0000
C -5.93 -4.95 -4.33 0.0000
C -4.69 -5.56 -4.44 0.0001
C -3.61 -5.06 -3.76 0.0000
C -1.84 -4.83 -1.01 0.0004
C -0.79 -4.65 -0.16 -0.0003
C -0.52 -5.63 0.76 0.0000
C -1.25 -6.85 0.82 0.0000
C -2.35 -6.97 0.00 0.0001
C -2.57 -6.02 -1.05 -0.0001
C -1.23 0.31 -3.96 -0.0001
C -0.10 0.31 -4.71 0.0000
C 0.88 1.33 -4.49 0.0000
C 0.73 2.17 -3.42 -0.0001
C -0.44 2.16 -2.68 -0.0001
C -1.53 1.28 -3.01 0.0001
P -3.02 1.20 -2.00 0.0003
C -4.24 1.24 -3.29 0.0001
C -4.03 2.05 -4.42 -0.0001
C -5.11 2.30 -5.30 0.0000
C -6.31 1.63 -5.07 0.0000
C -6.42 0.60 -4.10 0.0000
C -5.47 0.55 -3.13 0.0002
C -3.20 2.89 -1.37 -0.0001
C -2.79 4.02 -2.05 0.0000
C -3.03 5.34 -1.47 0.0000
C -3.58 5.40 -0.25 0.0000
C -4.11 4.23 0.38 0.0001
C -4.01 3.03 -0.24 -0.0003
H -1.74 -2.08 -6.39 0.0000
H 0.22 -3.73 -7.02 0.0000
H 1.32 -4.96 -5.27 0.0000
H 0.10 -5.19 -3.02 0.0000
H -5.19 -2.71 -1.88 0.0000
H -7.04 -3.38 -3.35 0.0000
H -6.74 -5.21 -5.04 0.0000
H -4.52 -6.40 -5.15 0.0000
H -2.64 -5.59 -3.80 0.0000
H -0.13 -3.72 -0.11 0.0002
H 0.21 -5.41 1.54 0.0000
H -1.15 -7.49 1.66 0.0000
H -2.94 -7.89 0.03 0.0000
H -3.31 -6.20 -1.85 -0.0001
H 0.10 -0.44 -5.46 0.0000
H 1.64 1.47 -5.23 0.0000
H 1.52 2.89 -3.20 0.0000
H -0.59 2.74 -1.73 0.0001
H -3.04 2.42 -4.64 0.0000
H -5.05 3.09 -6.08 0.0000
H -7.13 2.01 -5.61 0.0000
H -7.34 0.07 -4.00 0.0000
H -5.66 -0.18 -2.25 0.0000
H -2.24 3.93 -2.99 0.0000
H -2.59 6.14 -2.00 0.0000
H -3.90 6.31 0.19 0.0000
H -4.64 4.41 1.33 0.0000
H -4.53 2.13 0.20 0.0000
O 4.67 -1.05 3.82 0.0038
C 5.49 -1.36 2.62 0.0158
C 5.43 -0.18 1.74 -0.0291
C 5.79 -0.24 0.39 -0.0090
C 5.75 0.93 -0.38 -0.0010
C 5.22 2.08 0.16 -0.0016
C 4.77 2.08 1.46 0.0173
N 4.92 0.95 2.27 0.0409
H 4.86 -1.71 4.54 0.0003
H 5.09 -2.18 2.03 -0.0008
H 6.57 -1.58 2.77 -0.0007
H 6.34 -1.13 0.09 0.0005
H 6.16 0.85 -1.40 0.0000
H 5.13 3.02 -0.42 0.0001
H 4.42 3.01 1.89 0.0025
C 4.07 0.46 6.65 0.0049
N 3.01 0.35 5.59 -0.0435
C 1.84 -0.26 5.81 0.0339
C 0.99 -0.36 4.72 0.0215
C -0.26 -1.04 4.53 0.0123
C -0.52 -1.03 3.16 -0.0071
C 0.54 -0.46 2.51 0.0088
N 1.51 -0.10 3.42 0.0189
C 4.78 1.81 6.68 0.0058
C 4.13 3.08 6.73 0.0012
C 4.94 4.23 6.62 -0.0001
C 6.34 4.05 6.51 0.0009
C 6.97 2.78 6.66 -0.0013
C 6.19 1.63 6.79 -0.0017
H 4.84 -0.28 6.57 -0.0044
H 3.51 0.34 7.61 0.0002
H 1.51 -0.56 6.83 0.0005
H -0.84 -1.44 5.38 0.0008
H -1.36 -1.41 2.62 0.0001
H 0.62 -0.34 1.40 0.0011
H 3.05 3.09 6.92 0.0001
H 4.51 5.19 6.78 0.0000
H 7.00 4.93 6.28 0.0000
H 8.05 2.63 6.74 0.0000
H 6.66 0.65 6.93 0.0000
N 1.26 5.66 2.70 -0.0001
C 2.46 4.77 3.23 0.0023
C 1.92 3.39 3.61 0.0011
O 0.73 3.19 3.88 0.0143
O 2.86 2.43 3.60 -0.0129
H 0.45 4.98 2.74 -0.0002
H 1.04 6.46 3.26 0.0000
H 1.35 5.96 1.72 0.0000
H 2.84 5.44 4.00 0.0003
H 3.20 4.69 2.44 -0.0017
```